No. 1
# C23H30N2O4

C23H30N2O4 as an isolated structure in a non-equilibrium geometry (ωB97M-V/def2-TZVPD, OMol25).

```
! wB97M-V def2-TZVPD RIJCOSX def2/J DEFGRID3
* xyz 0 1
C 5.9612 -1.4418 3.0608
C 5.9541 -1.2583 1.4789
H 5.5254 -2.1703 1.0105
H 7.0868 -1.1270 1.2177
C 5.3300 -0.1651 0.9605
C 3.8989 -0.2132 1.3377
C 3.1003 0.2597 2.3528
C 1.7060 -0.5950 1.9894
N 1.8613 -1.2072 0.8735
O 3.1160 -0.9815 0.3979
C 0.4273 -0.3598 3.0347
O 0.6486 0.0364 4.0580
N -0.6229 -0.8625 2.2091
C -1.0921 -1.2693 1.1538
H -0.1028 -1.6026 0.4849
H -1.4715 -2.1312 1.2426
C -1.8923 -0.2339 0.1948
C -2.3451 -0.9122 -0.9618
O -2.1812 -2.1422 -1.3065
O -3.3298 -0.1691 -1.5135
C -3.8455 -0.9339 -2.7801
C -2.9288 -0.5279 -3.8130
H -2.8474 0.4438 -4.0499
H -1.9979 -0.9935 -3.7061
H -3.5497 -1.3406 -4.7781
H -4.1407 -1.9089 -2.6390
H -4.7432 -0.2951 -3.0762
C -3.3299 -0.1367 1.3055
H -3.7722 0.7469 0.7538
C -2.8327 0.4666 2.5668
C -1.9373 -0.6759 3.3154
H -1.4836 -0.3769 4.1836
H -2.4034 -1.5642 3.3859
H -2.2585 1.3602 2.4581
H -3.6582 0.4870 3.1841
H -3.9061 -1.0167 1.4286
C -1.2633 0.8535 -0.0227
C -0.7406 1.3856 -1.3242
C 0.3126 0.3346 -1.7601
C 0.8441 0.4546 -2.9108
C 0.2444 1.4723 -4.0684
C -0.7040 2.3013 -3.4085
C -1.1973 2.0509 -2.2812
C -2.3395 2.9533 -2.0185
H -2.1344 3.5098 -1.0498
H -3.3955 2.3300 -1.7365
H -2.7846 3.5660 -2.9208
H -1.2405 2.8796 -4.4788
H 0.5681 1.2504 -4.9663
H 1.7092 -0.2200 -3.2591
H 0.7195 -0.4112 -1.0949
H -0.4238 1.0561 0.7088
H -2.1024 1.7626 0.1624
H 3.1394 0.7752 3.1732
H 5.3674 0.2903 -0.0039
H 5.4865 1.0154 1.8296
H 6.4308 -0.7341 3.5703
H 5.0396 -1.6727 3.4411
H 6.5210 -2.3912 3.4036
*
```

## Properties
Frontier orbital gap in hartree: 0.33114
E_HOMO in eV: -8.30
Energy relative to the best compared isomer or geometry (same formula, charge and spin) in eV: 22.245
Strongest force on any atom in eV/A: 19.31



No. 2
# C3H2CsFO2

C3H2CsFO2 as an isolated structure in a non-equilibrium geometry (ωB97M-V/def2-TZVPD, OMol25).

```
! wB97M-V def2-TZVPD RIJCOSX def2/J DEFGRID3
* xyz 0 1
O -0.4988 1.0092 1.6342
C -0.8007 0.6488 0.4626
O -1.9279 0.2979 0.0280
C 1.5602 0.0860 0.5154
C 0.4277 0.1052 -0.2195
H 1.5761 -0.3991 1.4900
H 2.5225 0.2055 0.0132
F 0.1775 -0.8795 -1.1463
Cs -3.0367 -1.0741 -2.7774
*
```

## Properties
Frontier orbital gap (spin up / spin down) in hartree: 0.21236 / 0.21661
E_HOMO (spin up / spin down) in eV: -6.93 / -7.05
Energy relative to the best compared isomer or geometry (same formula, charge and spin) in eV: 0.711
Strongest force on any atom in eV/A: 3.67



No. 3
# ClLi

ClLi as an isolated structure in a non-equilibrium geometry (ωB97M-V/def2-TZVPD, OMol25).

```
! wB97M-V def2-TZVPD RIJCOSX def2/J DEFGRID3
* xyz 0 1
Li 0.5053 0.1232 -1.2094
Cl -0.5053 -0.1232 1.2094
*
```

## Properties
Frontier orbital gap in hartree: 0.26408
E_HOMO in eV: -8.63
Energy relative to the best compared isomer or geometry (same formula, charge and spin) in eV: 0.738
Strongest force on any atom in eV/A: 1.78



No. 4
# C5H13N3O

One molecule with the formula C5H13N3O (ωB97M-V/def2-TZVPD, OMol25).

```
! wB97M-V def2-TZVPD RIJCOSX def2/J DEFGRID3
* xyz 0 1
C -1.3442 0.9728 0.4425
C 0.1005 -0.0216 -1.7082
C -1.5832 -0.1351 1.4022
C -0.1434 1.8691 0.6628
N 1.0634 -1.3620 0.1346
N -1.1679 0.0311 -0.9540
C 1.2882 -0.7094 -1.0280
N 2.1214 -1.9786 0.8351
O 2.3775 -0.6694 -1.5800
H 0.1750 -1.2932 0.6426
H -1.9454 0.2157 -1.5857
H -2.2214 1.5734 0.1906
H 2.4763 -2.7370 0.2583
H 2.8827 -1.3075 0.9129
H 0.4272 0.9868 -1.9640
H -0.0580 -0.5592 -2.6460
H -1.3884 -0.8144 -0.2154
H 0.7392 1.2946 0.9450
H 0.1059 2.4730 -0.2123
H -0.9134 -0.1462 2.2620
H -2.6176 -0.2360 1.7247
H -0.3744 2.5532 1.4803
*
```

## Properties
Frontier orbital gap in hartree: 0.28484
E_HOMO in eV: -7.19
Energy relative to the best compared isomer or geometry (same formula, charge and spin) in eV: 4.307
Strongest force on any atom in eV/A: 0.97



No. 5
# C6H14N2

A 3-piece molecular cluster, C6H14N2 overall in a non-equilibrium geometry (ωB97M-V/def2-TZVPD, OMol25).

```
! wB97M-V def2-TZVPD RIJCOSX def2/J DEFGRID3
* xyz 0 1
C 0.2930 -0.3145 0.2975
C -1.7348 0.3797 -0.0699
C 0.3068 0.1464 -1.0285
C -2.0594 0.8739 1.3169
N 1.0200 0.2814 1.2719
N -2.3974 -0.8324 -0.4395
C 2.3380 -0.4068 -1.4648
C 3.3522 -0.6767 -0.6500
H 0.0333 -1.3540 0.4734
H -1.8842 1.1783 -0.8017
H 1.5437 1.1112 1.0304
H 1.0490 -0.1445 2.1835
H -3.0269 -1.2171 0.2579
H -2.8876 -0.7921 -1.3239
H -0.1621 -0.4649 -1.7829
H 0.5120 1.1913 -1.2165
H 2.5567 -0.3135 -2.5333
H -3.1148 1.1655 1.4024
H -1.8697 0.1009 2.0658
H -1.4635 1.7514 1.5716
H 4.3776 -0.8496 -0.9840
H 3.2182 -0.8137 0.4237
*
```

## Properties
Frontier orbital gap in hartree: 0.25781
E_HOMO in eV: -6.06
Energy relative to the best compared isomer or geometry (same formula, charge and spin) in eV: 5.626
Strongest force on any atom in eV/A: 4.95



No. 6
# C3H9BNO

A 2-piece molecular cluster, C3H9BNO overall in a non-equilibrium geometry (ωB97M-V/def2-TZVPD, OMol25).

```
! wB97M-V def2-TZVPD RIJCOSX def2/J DEFGRID3
* xyz 1 1
B -3.1875 1.0162 -0.1285
C 0.3433 0.9072 0.5646
C 2.2914 -0.5237 0.6523
C 0.3371 -0.8681 -0.9250
N 1.0205 -0.0763 0.1906
O -2.3496 0.3068 -0.6769
H -4.3048 1.0131 -0.1839
H -3.0671 1.3982 1.0685
H 0.6198 1.8341 1.0052
H 2.7784 0.2294 1.2984
H 2.8899 -0.6081 -0.2674
H 2.2646 -1.5128 1.0217
H 0.6827 -0.4686 -1.9534
H -0.7432 -0.6319 -0.8820
H 0.4245 -2.0153 -0.7841
*
```

## Properties
Frontier orbital gap in hartree: 0.17486
E_HOMO in eV: -13.09
Energy relative to the best compared isomer or geometry (same formula, charge and spin) in eV: 7.447
Strongest force on any atom in eV/A: 3.00



No. 7
# C27H39AuN2O3Sb

C27H39AuN2O3Sb as an isolated structure (ωB97M-V/def2-TZVPD, OMol25).

```
! wB97M-V def2-TZVPD RIJCOSX def2/J DEFGRID3
* xyz 1 3
Au -0.8405 0.1372 -0.9566
C -0.1081 -1.5173 -5.1129
O 1.2632 -1.0450 -5.0678
C 1.6653 0.0460 -4.4623
C 2.9971 0.4433 -4.7303
C 3.5096 1.5546 -4.1406
C 2.7203 2.3333 -3.2442
C 1.4387 1.9814 -2.9233
C 0.7097 2.8789 -2.0378
N -0.4271 2.6202 -1.4941
N -1.1916 3.5355 -0.9877
C -1.9590 3.0814 0.1238
O -2.0767 1.9091 0.4280
C -2.6234 4.1778 0.8659
C -3.5374 3.8312 1.8597
C -4.1619 4.8225 2.5952
C -3.8679 6.1576 2.3468
C -2.9536 6.5057 1.3618
C -2.3343 5.5173 0.6139
C 0.8407 0.7947 -3.5091
O -0.3080 0.3801 -3.2255
H -0.0905 -2.2776 -5.8862
H -0.7759 -0.7032 -5.3746
H -0.3797 -1.9380 -4.1494
H 3.5743 -0.1502 -5.4260
H 4.5196 1.8693 -4.3631
H 3.1539 3.2297 -2.8179
H 1.1800 3.8327 -1.7982
H -3.7473 2.7865 2.0440
H -4.8791 4.5583 3.3605
H -4.3574 6.9317 2.9231
H -2.7295 7.5465 1.1725
H -1.6363 5.7847 -0.1664
C -0.3165 0.2497 3.1642
C -0.6769 -1.1767 2.7393
C -0.1894 -2.1519 3.8110
C -2.1999 -1.2780 2.6199
Sb 0.1179 -1.5206 0.7612
C -0.3981 -3.5474 0.1862
C -1.8454 -3.4975 -0.3124
C 0.4940 -3.9860 -0.9753
C -0.2867 -4.5622 1.3219
C 2.2535 -1.1786 0.7499
C 2.8450 -1.6837 -0.5680
C 2.9818 -1.8243 1.9261
C 2.4608 0.3412 0.7779
H -0.8511 0.4800 4.0911
H -0.6093 0.9937 2.4210
H 0.7467 0.3557 3.3785
H -0.6810 -1.8984 4.7553
H 0.8836 -2.0864 3.9815
H -0.4361 -3.1889 3.5884
H -2.6430 -0.9909 3.5783
H -2.5293 -2.2964 2.4070
H -2.6030 -0.6101 1.8550
H -1.9595 -2.8327 -1.1714
H -2.5525 -3.1793 0.4540
H -2.1327 -4.5052 -0.6283
H 0.5404 -3.2383 -1.7717
H 0.0736 -4.9002 -1.4058
H 1.5093 -4.2195 -0.6558
H -1.0176 -4.3764 2.1098
H 0.7071 -4.5900 1.7728
H -0.4949 -5.5605 0.9255
H 2.9009 -2.7690 -0.6205
H 3.8667 -1.3006 -0.6539
H 2.2833 -1.3230 -1.4354
H 2.7965 -2.8979 2.0006
H 2.7106 -1.3631 2.8752
H 4.0601 -1.6872 1.7996
H 1.9904 0.8226 -0.0832
H 3.5352 0.5459 0.7303
H 2.0781 0.8160 1.6788
*
```

## Properties
Frontier orbital gap (spin up / spin down) in hartree: 0.28750 / 0.21749
⟨S²⟩: 2.029
E_HOMO (spin up / spin down) in eV: -10.88 / -11.18
Strongest force on any atom in eV/A: 0.79



No. 8
# C33H78MnN11O12

C33H78MnN11O12 as an isolated structure in a non-equilibrium geometry (ωB97M-V/def2-TZVPD, OMol25).

```
! wB97M-V def2-TZVPD RIJCOSX def2/J DEFGRID3
* xyz 1 6
Mn -2.0161 0.6603 -1.6712
O -1.6895 -1.1291 -0.6917
H -0.7465 -1.2920 -0.5500
C -0.0119 3.7010 6.4274
C 0.0928 2.8414 5.2431
O -0.2852 3.2253 4.1880
N 0.5989 1.5871 5.4362
C 1.3272 1.1863 6.5872
H 0.8803 3.8075 7.0680
H -0.7926 3.2406 7.0415
H -0.3859 4.6707 6.1104
H 0.7776 1.0549 4.6126
H 0.7103 1.1923 7.5121
H 2.2033 1.7813 6.7944
H 1.6990 0.1291 6.5447
C 0.1855 -3.4440 1.3561
C 1.3324 -3.1522 0.4301
O 1.1213 -2.9210 -0.7413
N 2.5453 -3.3644 0.9311
C 3.6820 -3.1829 0.0601
H 0.4200 -3.7093 2.4126
H -0.2319 -4.3538 0.9996
H -0.6044 -2.6997 1.3515
H 2.6746 -3.5475 1.9279
H 3.4214 -3.2892 -0.9763
H 4.4130 -4.0543 0.1792
H 4.1256 -2.2091 0.1227
C -5.2384 3.1775 -2.1248
C -4.5252 2.3804 -3.1250
O -3.3318 2.2088 -3.0765
N -5.2081 1.7356 -4.1236
C -4.5208 1.1422 -5.2799
H -6.3077 3.1138 -2.2289
H -5.0219 4.2193 -2.2759
H -4.9374 2.9281 -1.1325
H -6.1787 1.9436 -4.3312
H -3.7060 0.4604 -4.9559
H -4.0202 1.9370 -5.8147
H -5.2863 0.7029 -5.9014
C -5.0338 -1.4511 -1.9650
C -4.7762 -0.5025 -0.8511
O -4.0538 0.4766 -1.0513
N -5.4319 -0.7239 0.3500
C -5.3844 0.1617 1.4781
H -4.4976 -1.0417 -2.7485
H -6.1067 -1.4314 -2.1606
H -4.7771 -2.4659 -1.6703
H -6.1307 -1.4513 0.3038
H -5.7358 -0.4241 2.3111
H -6.0054 1.0560 1.4617
H -4.2882 0.4358 1.5822
C 1.9940 -0.3039 -2.7007
C 3.3567 -0.8248 -2.4833
O 4.0687 -0.1059 -1.7675
N 3.8159 -1.9343 -3.1234
C 2.9975 -2.9430 -3.7843
H 1.9778 0.1376 -3.6662
H 1.8612 0.4810 -1.9189
H 1.1478 -0.9650 -2.6142
H 4.8266 -2.1348 -2.8996
H 3.1728 -3.0192 -4.8610
H 1.9486 -2.8378 -3.5798
H 3.2090 -3.9489 -3.3374
C -1.4114 -0.0093 2.6833
C -2.4706 -1.0221 2.9966
O -2.9666 -1.0812 4.1312
N -2.8292 -1.8260 1.9752
C -3.7492 -2.9215 2.2106
H -1.6060 1.0092 3.0219
H -1.1930 0.0241 1.5824
H -0.5121 -0.4228 3.0419
H -2.4991 -1.5822 1.0290
H -4.6985 -2.5066 2.6599
H -3.3508 -3.6371 3.0036
H -4.0306 -3.4019 1.2542
C 7.4348 -0.1054 -0.2370
C 6.7793 0.5468 0.9017
O 5.9359 0.0041 1.5602
N 7.1388 1.8440 1.0399
C 6.3823 2.8103 1.7740
H 8.1053 0.6353 -0.6803
H 6.5265 -0.3897 -0.8762
H 7.8617 -1.0886 0.1439
H 7.8873 2.0798 0.3737
H 6.0855 2.4423 2.7783
H 5.4847 3.1062 1.2483
H 7.1060 3.5968 1.9501
C -0.2849 1.7688 -5.2589
C -0.3896 2.3087 -3.9043
O -0.3146 1.5450 -2.9149
N -0.5840 3.6129 -3.6887
C -0.7279 4.2204 -2.2993
H 0.7339 1.7723 -5.6572
H -0.8736 2.4769 -5.8327
H -0.7637 0.8042 -5.2204
H -0.8942 4.2017 -4.4428
H -1.3677 5.0476 -2.4408
H 0.2405 4.5062 -1.9901
H -1.1906 3.4961 -1.6137
C -1.7684 -2.2790 -5.2379
C -1.8098 -1.8162 -3.7613
O -2.1883 -0.6285 -3.5743
N -1.4879 -2.6943 -2.8191
C -0.9505 -3.9940 -3.0597
H -0.7724 -2.4688 -5.6037
H -2.2528 -1.5840 -5.9015
H -2.1747 -3.2883 -5.3869
H -1.5830 -2.2745 -1.8073
H -0.0060 -4.1109 -2.5125
H -0.6703 -4.2205 -4.0952
H -1.6212 -4.8096 -2.7302
C 5.9049 -3.1221 3.7248
C 4.5172 -2.6105 3.5808
O 3.5439 -3.3747 3.3768
N 4.3719 -1.2720 3.6976
C 3.1543 -0.6041 3.1942
H 6.2869 -3.2105 2.7122
H 5.8717 -4.1103 4.1888
H 6.5657 -2.3441 4.1415
H 5.2318 -0.7010 3.4896
H 3.2414 -0.3520 2.1544
H 2.9257 0.2870 3.7723
H 2.3293 -1.2642 3.3686
C 0.0083 2.4831 0.8103
C -1.4827 2.6899 0.8096
O -2.1449 2.0961 -0.0795
N -2.0201 3.3928 1.7962
C -3.5131 3.5410 1.9556
H 0.4469 3.2684 1.4807
H 0.4891 2.5682 -0.1833
H 0.2160 1.4526 1.1475
H -1.3846 3.7754 2.4283
H -3.7610 4.5199 2.4401
H -3.9316 2.7722 2.6025
H -3.8950 3.5046 0.9381
*
```

## Properties
Frontier orbital gap (spin up / spin down) in hartree: 0.33945 / 0.34206
⟨S²⟩: 8.753
E_HOMO (spin up / spin down) in eV: -10.71 / -10.78
Strongest force on any atom in eV/A: 3.75



No. 9
# C33H29Br4F5GeN5O7RuS2

C33H29Br4F5GeN5O7RuS2 as an isolated structure in a non-equilibrium geometry (ωB97M-V/def2-TZVPD, OMol25).

```
! wB97M-V def2-TZVPD RIJCOSX def2/J DEFGRID3
* xyz 0 2
Ru 0.3499 0.7810 0.2181
Br -4.1067 -4.0676 3.3109
C -3.4062 -2.6068 2.3492
C -4.1790 -1.4747 2.1122
Br -5.9757 -1.4089 2.6723
C -3.6129 -0.3674 1.4834
Br -4.5674 1.2359 1.2127
C -2.2911 -0.3992 1.0296
O -1.6810 0.6709 0.5878
C -1.5968 -1.6206 1.0854
O -0.3720 -1.6638 0.4739
C -2.0976 -2.6577 1.8564
Br -0.9301 -4.0538 2.3488
N -1.6164 2.8364 2.2151
C -0.3366 3.1626 2.0339
N 0.4687 2.5690 1.1806
C 1.7526 3.1000 1.2445
C 1.9248 4.1004 2.1265
S 0.4336 4.4228 2.9389
C 2.6937 2.5214 0.2982
C 3.9591 2.8435 -0.0238
S 4.4679 1.9278 -1.4093
C 2.9195 1.1627 -1.4751
N 2.1297 1.5260 -0.4894
N 2.5429 0.3072 -2.4269
H -2.0069 2.1451 1.5723
H -2.2161 3.4179 2.7703
H 2.8184 4.6625 2.3293
H 4.5984 3.5868 0.4171
H 3.1043 0.1902 -3.2514
H 1.5441 0.1422 -2.5057
C 2.2514 -4.9236 -2.7259
C 2.3408 -4.4234 -1.2899
C 1.1247 -4.7795 -0.4376
C -0.2112 -4.3012 -1.0085
Ge -0.3671 -2.3632 -1.2370
C -2.1088 -1.8633 -2.0015
C -2.1269 -1.8799 -3.5318
C -1.8016 -3.2266 -4.1699
C -2.7779 -4.3327 -3.7932
H 3.1967 -4.7937 -3.2539
H 1.4876 -4.3900 -3.2961
H 1.9966 -5.9857 -2.7590
H 2.4930 -3.3392 -1.2804
H 3.2283 -4.8499 -0.8127
H 1.2597 -4.3556 0.5613
H 1.0907 -5.8665 -0.3034
H -1.0377 -4.5939 -0.3593
H -0.4156 -4.7571 -1.9790
H 0.7557 -1.7468 -2.0669
H -2.3336 -0.8501 -1.6585
H -2.8732 -2.5250 -1.5863
H -1.4237 -1.1297 -3.9055
H -3.1151 -1.5612 -3.8811
H -0.7817 -3.5317 -3.9038
H -1.7845 -3.1071 -5.2564
H -2.7424 -4.5629 -2.7270
H -2.5625 -5.2553 -4.3330
H -3.8042 -4.0409 -4.0269
F -2.4138 4.9965 -4.8681
C -1.8943 4.0518 -4.0778
C -1.2073 2.9763 -4.6198
F -1.0530 2.8813 -5.9427
C -0.6779 2.0117 -3.7886
F -0.0003 0.9852 -4.3398
C -0.8027 2.0514 -2.3898
O -0.2943 1.0751 -1.6848
C -1.4968 3.1515 -1.8777
F -1.6722 3.2958 -0.5545
C -2.0306 4.1266 -2.7059
F -2.6910 5.1549 -2.1633
O 1.4256 0.1280 1.7957
C 2.1227 -0.8933 1.3795
O 2.1952 -1.2163 0.1960
C 2.8329 -1.6768 2.4335
C 3.8141 -2.5820 2.0425
C 4.4662 -3.3515 2.9898
C 4.1021 -3.1964 4.3161
C 3.1235 -2.3123 4.7315
C 2.4871 -1.5418 3.7723
N 4.7894 -4.0167 5.3350
O 4.4098 -3.9176 6.4830
O 5.5902 -4.8394 4.9412
H 4.0446 -2.6797 0.9907
H 5.2341 -4.0607 2.7215
H 2.8756 -2.2424 5.7795
H 1.7145 -0.8407 4.0540
*
```

## Properties
Frontier orbital gap (spin up / spin down) in hartree: 0.27261 / 0.25603
⟨S²⟩: 0.754
E_HOMO (spin up / spin down) in eV: -8.08 / -8.09
Energy relative to the best compared isomer or geometry (same formula, charge and spin) in eV: 0.405
Strongest force on any atom in eV/A: 1.13



No. 10
# C6H4OS

One molecule with the formula C6H4OS in a non-equilibrium geometry (ωB97M-V/def2-TZVPD, OMol25).

```
! wB97M-V def2-TZVPD RIJCOSX def2/J DEFGRID3
* xyz 0 1
C -1.2905 2.2374 -0.5268
C -0.7796 1.2166 -0.1121
C -0.1817 -0.0072 0.4245
C -0.8187 -1.2198 -0.0895
C -1.3382 -2.2291 -0.5159
C 1.3309 -0.0207 0.1278
O 1.9878 -0.0114 1.2902
S 2.0254 -0.0384 -1.3174
H -1.7409 3.0938 -0.9653
H -0.2698 0.0365 1.5211
H -1.8494 -3.0788 -0.8955
H 2.9245 0.0210 1.0590
*
```

## Properties
Frontier orbital gap in hartree: 0.34754
SMILES: C#CC(C#C)C(O)=S
E_HOMO in eV: -9.31
Energy relative to the best compared isomer or geometry (same formula, charge and spin) in eV: 0.941
Strongest force on any atom in eV/A: 2.13